{"formula": "C7H10NOS", "method": "ωB97M-V/def2-TZVPD", "multiplicity": 1, "e_above_lowest_kcal_mol": 102.45, "total_charge": 1, "smiles": "C[S@@](#[NH+])(O)c1ccccc1", "lumo_energy_ha": -0.205, "homo_energy_ev": -13.743, "elements": ["S", "O", "N", "C", "C", "C", "C", "C", "C", "C", "H", "H", "H", "H", "H", "H", "H", "H", "H", "H"], "xyz": [[-1.42, 0.42, -0.57], [-0.90, 2.24, 0.38], [-1.65, 0.39, -2.04], [1.84, -0.33, 1.33], [1.01, -0.49, -1.15], [0.18, -0.03, -0.18], [-2.61, -0.07, 0.61], [2.72, -0.87, 0.34], [2.34, -0.82, -0.98], [0.52, 0.12, 1.15], [2.83, -1.52, -1.73], [-2.04, -0.57, 1.40], [2.29, -0.49, 2.33], [-3.20, 0.71, 1.12], [-0.33, 2.74, -0.21], [-2.51, 0.90, -2.38], [-3.28, -0.78, 0.21], [0.72, -0.49, -2.18], [-0.16, 0.26, 1.93], [3.63, -1.30, 0.59]]}

---

{"formula": "C5H7ClO2", "method": "ωB97M-V/def2-TZVPD", "multiplicity": 1, "e_above_lowest_kcal_mol": 120.02, "lumo_energy_ha": -0.028, "homo_energy_ev": -7.677, "elements": ["Cl", "O", "O", "C", "C", "C", "C", "C", "H", "H", "H", "H", "H", "H", "H"], "xyz": [[1.95, -3.11, 3.27], [-0.77, 0.58, -0.12], [-0.36, -0.36, 1.81], [0.21, -1.38, 2.60], [-0.01, 1.95, -2.01], [1.08, -2.24, 2.02], [-0.55, -0.51, 0.60], [-0.46, 0.61, -1.45], [-0.91, 2.63, -1.93], [-0.22, -1.35, 0.07], [-1.32, 0.16, -2.07], [0.43, -0.03, -1.66], [0.10, -1.18, 3.65], [-0.01, 1.79, -3.15], [0.85, 2.44, -1.60]]}

---

{"formula": "C14H30O12", "method": "ωB97M-V/def2-TZVPD", "multiplicity": 1, "e_above_lowest_kcal_mol": 173.62, "total_charge": -2, "lumo_energy_ha": 0.167, "homo_energy_ev": 0.469, "elements": ["O", "O", "O", "O", "O", "O", "O", "O", "O", "O", "O", "O", "C", "C", "C", "C", "C", "C", "C", "C", "C", "C", "C", "C", "C", "C", "H", "H", "H", "H", "H", "H", "H", "H", "H", "H", "H", "H", "H", "H", "H", "H", "H", "H", "H", "H", "H", "H", "H", "H", "H", "H", "H", "H", "H", "H"], "xyz": [[18.73, 12.41, -11.69], [16.65, 11.48, -14.97], [17.01, 13.29, -13.83], [18.88, 14.24, -12.92], [15.36, 13.27, -15.33], [13.54, 12.35, -15.41], [14.95, 11.39, -16.83], [20.68, 10.37, -15.14], [20.66, 10.74, -12.72], [16.18, 11.25, -12.21], [12.81, 11.18, -17.22], [20.76, 13.12, -14.39], [20.94, 11.90, -11.93], [21.20, 14.41, -13.87], [20.46, 9.16, -15.72], [17.66, 12.60, -10.77], [16.38, 12.62, -14.68], [21.73, 9.93, -12.95], [19.80, 15.11, -13.59], [21.66, 12.48, -15.38], [13.78, 11.54, -16.46], [16.30, 12.45, -11.43], [16.18, 10.09, -11.45], [19.87, 12.16, -10.87], [21.06, 11.28, -16.16], [17.87, 15.03, -12.28], [20.26, 11.58, -16.83], [22.66, 10.45, -13.16], [16.19, 13.29, -12.12], [17.05, 15.25, -12.97], [17.29, 14.48, -11.53], [20.28, 12.96, -10.26], [21.74, 15.00, -14.60], [21.40, 8.79, -16.14], [20.01, 15.99, -12.99], [21.94, 11.87, -11.49], [15.60, 10.08, -10.52], [15.87, 9.25, -12.07], [19.66, 9.38, -16.42], [21.86, 14.50, -13.00], [21.04, 12.75, -12.60], [17.79, 13.53, -10.21], [15.16, 12.66, -16.04], [19.91, 11.21, -10.33], [18.33, 15.79, -11.65], [21.95, 10.97, -16.72], [21.50, 9.09, -13.60], [12.59, 12.25, -15.34], [20.18, 8.43, -14.95], [19.32, 15.65, -14.41], [22.48, 12.07, -14.79], [22.04, 13.19, -16.11], [15.49, 12.64, -10.73], [21.87, 9.50, -11.96], [17.54, 11.95, -9.90], [17.25, 10.05, -11.23]]}

---

{"formula": "C54H51FN5O7", "method": "ωB97M-V/def2-TZVPD", "multiplicity": 1, "total_charge": 1, "lumo_energy_ha": -0.111, "homo_energy_ev": -11.044, "elements": ["F", "O", "O", "O", "O", "O", "O", "O", "N", "N", "N", "N", "N", "C", "C", "C", "C", "C", "C", "C", "C", "C", "C", "C", "C", "C", "C", "C", "C", "C", "C", "C", "C", "C", "C", "C", "C", "C", "C", "C", "C", "C", "C", "C", "C", "C", "C", "C", "C", "C", "C", "C", "C", "C", "C", "C", "C", "C", "C", "C", "C", "C", "C", "C", "C", "C", "C", "H", "H", "H", "H", "H", "H", "H", "H", "H", "H", "H", "H", "H", "H", "H", "H", "H", "H", "H", "H", "H", "H", "H", "H", "H", "H", "H", "H", "H", "H", "H", "H", "H", "H", "H", "H", "H", "H", "H", "H", "H", "H", "H", "H", "H", "H", "H", "H", "H", "H", "H"], "xyz": [[3.15, -1.18, -0.02], [-4.83, 6.04, -1.60], [-4.14, -0.85, 9.20], [8.43, -3.22, -4.25], [-4.86, -0.24, 3.92], [-4.15, 5.37, 3.67], [7.54, -6.75, -0.33], [2.60, 1.39, -2.80], [2.22, -0.80, -0.97], [-1.64, -2.94, -2.06], [-1.17, -0.63, -2.01], [0.84, -1.99, -4.93], [-2.93, -1.44, -0.72], [-3.88, -3.12, 7.59], [1.03, -0.89, -5.90], [6.20, -4.31, -0.19], [-4.41, -1.72, 5.70], [-4.00, -4.06, 5.38], [8.97, -5.33, -3.32], [-5.23, 2.01, 5.54], [7.78, -5.95, -1.20], [-1.54, 1.84, -2.75], [10.54, -6.84, -4.32], [-4.92, 7.91, 2.78], [-4.34, -0.71, 8.01], [-1.92, 0.34, -2.87], [-3.78, -4.21, 6.75], [1.79, 0.60, -0.72], [-4.33, 5.52, 2.48], [-4.71, 5.89, -0.40], [10.33, -7.74, -3.29], [-5.24, 2.93, 7.76], [-4.31, -2.82, 4.86], [-3.94, 2.21, -0.18], [7.09, -4.62, -1.21], [-4.72, 6.85, 1.92], [-5.42, 9.33, 0.91], [1.88, 0.25, -5.34], [-3.72, 2.05, 1.18], [-4.38, 4.55, 0.16], [1.42, 1.23, -2.05], [-4.89, 7.02, 0.54], [5.57, -3.08, -0.18], [3.24, 0.16, -3.12], [-4.20, -1.87, 7.07], [-0.77, 2.30, -1.51], [6.71, -2.46, -2.20], [9.43, -7.45, -2.28], [2.70, -1.06, -2.37], [-4.89, 0.77, 6.05], [-4.89, 1.69, 8.28], [-5.27, 9.15, 2.28], [3.16, -0.19, -4.62], [-4.72, 0.61, 7.43], [-5.24, 8.27, 0.04], [-1.99, -1.69, -1.52], [5.84, -2.15, -1.17], [-3.83, 3.13, 2.03], [0.72, 2.55, -1.77], [8.27, -4.02, -3.35], [7.34, -3.70, -2.23], [-4.17, 4.38, 1.53], [-4.27, 3.46, -0.69], [-5.40, 3.09, 6.39], [9.87, -5.63, -4.34], [-4.73, -0.38, 5.12], [8.75, -6.24, -2.29], [-5.36, 2.13, 4.48], [-3.72, -3.22, 8.65], [0.83, 3.20, -2.64], [-4.79, 7.77, 3.85], [11.24, -7.07, -5.11], [-0.49, -1.05, -2.62], [-5.36, 8.40, -1.02], [4.03, 0.20, -5.13], [9.26, -8.15, -1.47], [-0.91, 1.62, -0.68], [1.16, 3.04, -0.90], [-4.44, 3.60, -1.75], [0.72, 0.61, -2.60], [-5.65, 4.06, 5.99], [-3.46, 1.07, 1.57], [10.03, -4.92, -5.14], [1.89, -1.56, -2.90], [-1.77, 0.02, -3.90], [-4.76, 1.55, 9.35], [-4.48, -2.69, 3.80], [6.93, -1.74, -2.98], [6.01, -5.04, 0.58], [-3.93, -4.92, 4.73], [3.52, -1.77, -2.31], [-2.48, 2.39, -2.74], [1.48, -1.27, -6.82], [-2.08, -3.70, -1.57], [4.29, 0.29, -2.86], [3.24, -1.27, -4.68], [-5.37, 3.77, 8.43], [0.96, 0.61, -0.02], [-5.70, 10.30, 0.52], [-3.86, 1.36, -0.84], [-1.19, 3.26, -1.20], [-3.54, -5.18, 7.15], [5.37, -1.17, -1.15], [-3.66, 3.01, 3.09], [4.88, -2.85, 0.63], [0.06, -0.49, -6.19], [-3.45, -2.27, -0.47], [2.19, 0.87, -6.18], [0.66, -2.85, -5.44], [-1.03, 2.14, -3.66], [-5.42, 9.98, 2.96], [1.43, -1.41, -0.79], [2.64, 1.14, -0.32], [-0.03, -1.82, -4.44], [1.24, 0.90, -4.73], [-2.98, 0.23, -2.68], [-0.64, -3.09, -2.08], [10.87, -8.68, -3.27]]}

---

{"formula": "C24H67N5O7", "method": "ωB97M-V/def2-TZVPD", "multiplicity": 2, "e_above_lowest_kcal_mol": 53.21, "total_charge": 1, "lumo_energy_ha": [-0.088, -0.304], "homo_energy_ev": [-10.796, -10.796], "elements": ["O", "O", "O", "O", "O", "O", "O", "N", "N", "N", "N", "N", "C", "C", "C", "C", "C", "C", "C", "C", "C", "C", "C", "C", "C", "C", "C", "C", "C", "C", "C", "C", "C", "C", "C", "C", "H", "H", "H", "H", "H", "H", "H", "H", "H", "H", "H", "H", "H", "H", "H", "H", "H", "H", "H", "H", "H", "H", "H", "H", "H", "H", "H", "H", "H", "H", "H", "H", "H", "H", "H", "H", "H", "H", "H", "H", "H", "H", "H", "H", "H", "H", "H", "H", "H", "H", "H", "H", "H", "H", "H", "H", "H", "H", "H", "H", "H", "H", "H", "H", "H", "H", "H"], "xyz": [[-0.49, 1.26, -0.77], [-0.84, -4.00, -0.20], [-4.62, -1.00, 2.46], [3.59, 4.12, 1.42], [5.97, -2.97, 2.20], [6.16, 0.35, -5.06], [-3.25, 3.93, -2.25], [-4.67, 0.20, 5.87], [3.14, -1.98, 2.21], [-2.64, -5.27, 2.21], [0.17, 5.38, -2.48], [2.03, 1.77, -1.75], [-5.25, -0.54, 1.23], [5.61, -0.19, -6.18], [-1.55, 5.66, -0.59], [3.88, -2.50, 1.06], [-2.55, -3.96, 1.68], [-1.05, 4.78, -1.77], [5.78, -4.42, 2.13], [-4.08, 3.11, -3.07], [4.26, 0.49, -6.52], [-1.58, -3.18, 2.62], [0.15, 0.23, -1.48], [-5.12, -2.00, 5.41], [1.39, 4.45, 2.32], [-0.61, -3.76, -1.54], [2.28, 3.75, 1.28], [5.36, -2.20, 1.24], [-5.15, -0.30, 3.60], [-2.18, 4.57, -2.87], [-2.15, -3.69, 0.19], [1.88, 0.04, -3.38], [-4.42, -0.81, 4.87], [1.09, 1.03, -2.46], [3.30, -1.75, -0.16], [-1.44, 0.63, 0.10], [-1.19, -4.49, -2.09], [0.43, 3.94, 2.19], [-3.49, 2.28, -3.47], [-4.84, 0.73, 3.42], [-1.81, -2.12, 2.71], [1.27, 5.53, 2.24], [2.23, 2.67, 1.45], [-0.60, -3.34, 2.17], [3.98, 3.67, 2.18], [-4.75, -0.89, 0.33], [1.88, 3.98, 0.30], [-3.41, -1.20, 4.72], [3.70, -3.56, 0.93], [4.07, 0.51, -7.60], [-3.60, -3.67, 1.70], [-2.45, 5.52, -3.33], [-2.31, -2.66, -0.12], [3.61, -0.71, -0.04], [0.47, 1.75, -2.98], [-0.96, -0.02, 0.83], [6.40, -4.92, 2.88], [2.29, 1.23, -0.93], [6.19, -0.12, -7.10], [0.36, 4.91, -3.36], [-6.31, -0.73, 1.42], [6.27, -0.31, -4.37], [-1.72, -5.69, 2.22], [-5.02, 2.74, -2.66], [-4.36, 3.62, -3.99], [-2.05, 6.54, -1.00], [2.23, -2.40, 2.27], [-4.39, -0.13, 6.78], [-2.00, 1.39, 0.64], [1.29, -0.60, -4.03], [1.76, 4.18, 3.31], [-6.24, -0.28, 3.66], [-2.92, -5.11, 3.17], [-2.05, -0.06, -0.48], [-6.13, -1.78, 5.75], [-1.57, -3.52, 3.66], [1.02, 5.27, -1.95], [-1.65, 4.00, -3.64], [5.92, -2.23, 0.30], [6.05, -4.92, 1.19], [-2.80, -4.35, -0.39], [3.61, -2.18, 3.08], [0.66, -0.48, -0.82], [2.55, 0.69, -3.94], [-0.72, 3.83, -1.37], [4.15, 1.52, -6.19], [3.42, 0.05, -5.99], [5.52, -1.14, 1.42], [4.75, -4.66, 2.38], [-0.88, 5.98, 0.21], [-5.12, -2.71, 4.58], [-4.61, -2.48, 6.24], [3.48, -2.22, -1.13], [-0.91, -2.77, -1.89], [-0.43, -0.31, -2.23], [-5.05, 0.53, 1.13], [1.60, 2.59, -1.36], [-2.27, 5.05, -0.05], [2.24, -1.83, 0.06], [5.40, -1.25, -6.13], [0.47, -3.86, -1.67], [-5.66, 0.34, 6.02], [2.61, -0.56, -2.84]]}

---

{"formula": "C4H8O", "method": "ωB97M-V/def2-TZVPD", "multiplicity": 1, "e_above_lowest_kcal_mol": 83.87, "lumo_energy_ha": -0.001, "homo_energy_ev": -8.556, "elements": ["O", "C", "C", "C", "C", "H", "H", "H", "H", "H", "H", "H", "H"], "xyz": [[0.66, 1.73, -0.40], [-1.17, 0.68, 0.79], [1.23, -0.71, 0.16], [0.04, 0.65, -0.23], [-0.19, -0.39, -1.23], [1.84, -0.13, 0.86], [0.02, -0.14, -2.26], [0.75, -1.51, 0.73], [-1.79, 1.54, 0.55], [-0.85, -1.22, -1.00], [1.99, -1.09, -0.52], [-0.72, 0.78, 1.78], [-1.82, -0.20, 0.77]]}

---

{"formula": "C10H11NO2S", "method": "ωB97M-V/def2-TZVPD", "multiplicity": 1, "e_above_lowest_kcal_mol": 31.89, "lumo_energy_ha": 0.017, "homo_energy_ev": -8.195, "elements": ["S", "O", "O", "N", "C", "C", "C", "C", "C", "C", "C", "C", "C", "C", "H", "H", "H", "H", "H", "H", "H", "H", "H", "H", "H"], "xyz": [[0.99, -2.47, -0.43], [-0.38, 3.44, 0.07], [-0.03, 1.88, -1.48], [1.36, -0.27, -1.34], [1.42, -0.90, -0.20], [-1.18, 0.04, 0.59], [-1.17, -0.58, 2.95], [-0.26, 2.17, -0.32], [-1.57, -0.79, 1.60], [0.62, -2.35, -2.22], [1.06, -0.97, -2.63], [-0.42, 1.24, 0.82], [-0.34, 0.53, 3.18], [-0.08, 1.41, 2.15], [1.89, -1.06, -3.25], [-2.05, -1.60, 1.23], [1.70, 0.73, -1.58], [0.24, 0.60, 4.17], [-0.19, 4.11, -0.72], [-0.43, -2.34, -2.25], [0.94, -3.11, -2.80], [0.67, 2.29, 2.34], [0.35, -0.32, -3.12], [-1.62, -1.33, 3.68], [-1.51, -0.35, -0.42]]}

---

{"formula": "C26H32IrO2PS2", "method": "ωB97M-V/def2-TZVPD", "multiplicity": 2, "e_above_lowest_kcal_mol": 19.26, "total_charge": 1, "lumo_energy_ha": [-0.127, -0.161], "homo_energy_ev": [-11.155, -11.259], "elements": ["Ir", "S", "S", "P", "O", "O", "C", "C", "C", "C", "C", "C", "C", "C", "C", "C", "C", "C", "C", "C", "C", "C", "C", "C", "C", "C", "C", "C", "C", "C", "C", "C", "H", "H", "H", "H", "H", "H", "H", "H", "H", "H", "H", "H", "H", "H", "H", "H", "H", "H", "H", "H", "H", "H", "H", "H", "H", "H", "H", "H", "H", "H", "H", "H"], "xyz": [[1.74, 1.06, -0.03], [-0.96, 1.23, 1.49], [0.17, 1.24, -1.61], [-1.50, 1.04, -0.39], [1.97, 3.37, 0.18], [3.48, 1.40, 1.30], [-3.53, -2.95, -1.36], [2.89, 3.77, 1.18], [-2.64, 2.31, -1.00], [1.92, -2.00, -0.23], [1.55, -0.71, 0.44], [1.35, -3.16, 0.58], [3.99, 2.74, 1.16], [-2.79, -2.31, -2.34], [0.86, 4.27, 0.00], [-3.02, -1.18, 0.19], [3.46, -2.00, -0.31], [-3.65, -2.39, -0.10], [3.21, 1.04, 2.67], [-2.59, 2.80, -2.31], [-2.17, -1.10, -2.07], [-4.52, 4.17, -1.85], [1.37, -2.07, -1.67], [-4.56, 3.69, -0.55], [-3.62, 2.76, -0.12], [1.55, -5.20, 1.85], [-0.02, -3.16, 0.84], [2.13, -4.19, 1.09], [0.19, -5.18, 2.11], [-2.27, -0.54, -0.80], [-3.53, 3.73, -2.73], [-0.60, -4.16, 1.59], [1.19, -0.85, 1.47], [2.35, 1.58, 3.06], [1.63, -3.05, -2.08], [2.17, -5.99, 2.25], [3.92, -2.04, 0.68], [-2.70, -2.75, -3.33], [0.26, 4.30, 0.91], [-5.25, 4.89, -2.18], [-3.64, 2.40, 0.90], [1.25, 5.26, -0.23], [-0.26, -5.95, 2.73], [3.79, -2.87, -0.88], [0.29, -1.97, -1.68], [4.50, 2.76, 0.19], [-1.60, -0.60, -2.85], [-5.32, 4.03, 0.13], [3.30, 4.76, 0.95], [-1.83, 2.46, -3.00], [2.38, 3.82, 2.15], [4.10, 1.25, 3.27], [-3.50, 4.11, -3.74], [3.81, -1.10, -0.82], [-3.09, -0.75, 1.17], [-4.01, -3.90, -1.57], [1.80, -1.29, -2.30], [3.19, -4.23, 0.89], [3.01, -0.03, 2.68], [-4.23, -2.88, 0.67], [-0.65, -2.36, 0.45], [4.72, 2.93, 1.94], [0.27, 3.89, -0.83], [-1.67, -4.15, 1.78]]}

---

{"formula": "C3H5BrO2", "method": "ωB97M-V/def2-TZVPD", "multiplicity": 1, "e_above_lowest_kcal_mol": 16.11, "smiles": "C[C@@H](O)C(=O)Br", "lumo_energy_ha": 0.025, "homo_energy_ev": -10.220, "elements": ["Br", "O", "O", "C", "C", "C", "H", "H", "H", "H", "H"], "xyz": [[3.36, 0.31, -0.04], [-0.23, -1.45, 0.98], [2.18, -1.96, -0.75], [0.58, -0.46, 0.54], [-0.18, 0.47, -0.31], [1.97, -0.94, -0.17], [0.39, 1.41, -0.42], [0.79, 0.20, 1.56], [-0.47, 0.17, -1.35], [-0.67, -1.94, 0.28], [-1.23, 0.78, 0.11]]}